(1)
ORCA calculation (ωB97M-V/def2-TZVPD) on a structure of composition C8H24Mn2O24S4V2.

XYZ file:
```
64
Properties=species:S:1:pos:R:3:forces:R:3:lowdin_charge:R:1
Mn 25.172 21.008 16.848 1.6 1.2 -0.9 0.98
Mn 22.337 17.377 12.620 0.5 0.4 0.0 1.00
O 26.032 21.937 10.780 -1.5 -0.9 1.1 -0.31
V 24.729 21.508 11.625 2.4 2.3 -1.2 0.89
O 23.545 22.349 11.007 -0.1 -0.2 0.1 -0.33
O 28.465 18.152 12.177 -0.5 0.6 0.3 -0.32
V 27.122 18.394 12.990 1.5 -0.3 -0.3 0.91
O 26.696 16.979 13.500 -1.0 -1.3 0.4 -0.35
S 24.317 19.694 13.907 -1.2 -0.8 -1.6 0.42
O 24.478 19.988 15.298 -1.0 -0.8 0.6 -0.32
O 25.611 19.773 13.212 0.1 -0.1 -0.2 -0.37
O 23.599 18.389 13.749 1.5 0.6 1.6 -0.37
O 23.462 20.640 13.155 -0.2 0.8 0.7 -0.36
S 25.586 23.552 14.634 1.3 4.3 -1.5 0.32
O 25.222 22.689 15.796 -0.5 -1.5 1.1 -0.46
O 24.644 24.701 14.699 -0.1 -1.1 -0.3 -0.42
O 26.962 24.069 14.743 -1.2 -1.2 0.2 -0.36
O 25.442 22.822 13.320 -0.8 -1.3 0.0 -0.41
S 28.148 20.090 15.629 5.5 3.8 1.7 0.28
O 28.609 21.217 14.803 -1.4 -1.2 0.7 -0.32
O 29.222 19.611 16.513 -0.6 0.1 0.1 -0.38
O 27.004 20.468 16.520 -1.4 -0.1 0.7 -0.44
O 27.783 18.955 14.824 -2.5 -3.2 -3.3 -0.40
S 24.693 18.339 10.448 1.1 -0.5 -0.2 0.34
O 25.979 18.097 11.144 -0.3 0.0 0.6 -0.37
O 24.753 17.825 9.119 -0.1 -0.3 -1.0 -0.29
O 23.566 17.617 11.149 -0.1 -0.5 -0.1 -0.44
O 24.382 19.770 10.454 -0.5 1.3 0.9 -0.36
C 20.552 20.254 11.650 -2.0 -0.2 -0.6 -0.13
O 21.498 19.367 12.141 0.2 -0.4 0.0 -0.19
H 19.762 19.649 11.198 -0.3 0.2 0.1 0.08
H 20.170 20.799 12.516 -0.4 0.4 -0.3 0.09
H 20.885 20.932 10.863 0.6 0.0 0.2 0.10
H 22.118 20.020 12.510 1.5 -0.5 0.6 0.02
C 21.661 16.485 15.881 1.1 -1.2 -0.1 -0.10
O 21.298 16.837 14.555 -1.2 0.7 -0.5 -0.16
H 21.830 15.410 15.803 -0.1 -0.1 0.8 0.09
H 22.615 16.923 16.173 -0.2 0.4 -0.1 0.09
H 20.825 16.739 16.532 0.4 0.0 0.3 0.09
H 20.344 16.791 14.660 -0.2 0.3 -1.0 0.10
C 24.430 14.457 11.474 -0.1 -0.5 -1.6 -0.04
C 23.698 14.382 12.760 0.5 -0.3 0.3 -0.52
C 24.297 13.491 13.798 -0.6 -1.1 0.5 -0.04
O 23.654 15.658 13.310 -0.9 1.8 0.7 -0.10
H 23.934 15.205 10.854 0.1 -0.1 -0.2 0.08
H 24.381 13.484 10.981 0.0 0.0 -0.2 0.08
H 25.481 14.749 11.479 0.0 0.1 0.7 0.11
H 22.654 14.092 12.616 -0.1 -0.1 -0.3 0.14
H 23.555 13.351 14.587 0.0 0.1 0.3 0.07
H 25.183 13.924 14.260 0.2 -0.2 -0.3 0.10
H 24.431 12.489 13.388 0.5 0.0 0.0 0.08
H 24.515 16.078 13.176 0.5 0.4 0.2 0.08
C 21.883 19.574 17.846 -0.2 0.1 0.1 -0.04
C 21.988 20.894 17.092 0.5 -1.5 -0.6 -0.45
C 20.851 21.848 17.218 -0.4 1.0 -0.1 -0.04
O 23.210 21.460 17.576 0.1 0.6 0.8 -0.11
H 21.927 19.768 18.919 -0.3 0.1 0.1 0.08
H 22.748 18.946 17.633 -0.1 0.0 -0.2 0.07
H 20.966 19.035 17.607 0.0 0.0 0.0 0.07
H 22.205 20.714 16.038 -0.3 -0.2 -0.1 0.13
H 20.784 22.226 18.240 0.0 0.2 0.0 0.09
H 19.849 21.523 16.937 0.2 -0.8 0.1 0.08
H 21.010 22.659 16.505 0.3 0.3 0.3 0.10
H 23.062 22.360 17.884 0.2 0.2 -0.3 0.12
```
Positions in Å, forces in eV/Å.

Output
Kohn-Sham gap (spin up / spin down) = 4.42 / 4.30 eV
LUMO (spin up / spin down) = 2.35 / 2.23 eV
energy = -215190.4797 eV
total charge = -2
2S+1 = 11
expectation value of S² = 30.0103
E_HOMO (spin up / spin down) = -2.1 / -2.1 eV

---

(2)
ORCA calculation (ωB97M-V/def2-TZVPD) on a cluster of 2 separate species, C8H24NO6P2 in total.

XYZ file:
```
41
Properties=species:S:1:pos:R:3:forces:R:3:lowdin_charge:R:1
C 1.473 -0.643 2.717 0.1 0.0 -0.6 -0.08
C 2.555 -0.982 1.518 -0.4 -0.9 1.5 -0.23
O 2.045 -0.346 0.293 1.6 1.6 1.1 -0.23
C 2.558 1.023 0.117 0.5 0.8 -0.9 -0.16
C 1.395 2.182 0.170 2.7 0.9 0.4 -0.11
O 0.135 1.829 -0.501 2.7 0.3 -0.7 -0.18
N -0.791 1.366 0.367 -1.1 -0.9 2.1 -0.37
C -1.480 2.593 0.953 -1.3 1.6 2.8 -0.18
C -2.988 2.316 1.532 -0.4 0.6 0.6 -0.13
P -1.915 0.351 -0.641 -1.2 0.8 -2.9 0.95
P -2.940 -1.149 0.564 -0.1 -6.3 5.0 0.51
O -2.032 -1.891 1.628 -2.8 3.4 -3.7 -0.39
O -3.496 -2.394 -0.575 0.5 5.1 0.3 -0.23
O -4.390 -0.578 1.367 1.9 -1.1 -3.0 -0.24
H 0.437 -1.068 2.361 1.9 0.7 0.8 0.07
H 1.753 -1.102 3.762 -0.5 0.9 -2.2 0.10
H 1.380 0.534 2.830 0.3 -2.3 -0.1 0.08
H 2.614 -2.149 1.323 -0.3 2.5 0.3 0.14
H 3.637 -0.650 1.834 -2.1 -0.4 -0.9 0.13
H 3.376 1.336 0.924 -1.9 -0.8 -1.6 0.15
H 3.098 1.124 -0.941 -1.3 -0.5 2.2 0.15
H 1.837 3.119 -0.423 -1.2 -2.1 1.2 0.17
H 1.289 2.524 1.284 -0.5 -0.7 -2.1 0.13
H -0.375 0.726 1.103 -0.1 0.9 -0.5 0.15
H -0.816 2.909 1.893 -1.4 -0.7 -2.2 0.15
H -1.479 3.503 0.208 0.1 -2.4 1.1 0.17
H -3.798 2.083 0.704 1.9 0.3 1.7 0.08
H -3.349 3.331 2.045 1.0 -2.2 -1.2 0.12
H -3.019 1.501 2.401 0.2 1.7 -2.1 0.10
H -1.028 -0.420 -1.523 -0.1 0.3 1.4 -0.01
H -3.802 -1.826 -1.367 0.3 -1.6 1.2 0.08
H -5.218 -0.876 0.885 1.3 0.4 0.6 0.10
C 2.171 -2.429 -2.774 0.1 -0.2 0.2 -0.08
C 0.844 -2.147 -3.446 0.5 -0.2 -0.1 -0.32
O 0.594 -0.749 -3.459 -0.1 0.6 0.0 -0.12
H 2.172 -2.048 -1.748 -0.1 -0.1 -0.1 0.06
H 2.377 -3.503 -2.752 0.1 0.1 0.0 0.08
H 2.988 -1.925 -3.301 0.0 -0.1 -0.1 0.08
H 0.029 -2.635 -2.904 0.0 0.2 -0.1 0.11
H 0.840 -2.513 -4.477 -0.1 -0.2 0.1 0.11
H 1.319 -0.326 -3.950 -0.4 -0.2 0.3 0.09
```
Positions in Å, forces in eV/Å.

Output
Kohn-Sham gap = 8.86 eV
LUMO = -4.06 eV
energy = -41026.1781 eV
total charge = +1
E_HOMO = -12.9 eV

---

(3)
ORCA calculation (ωB97M-V/def2-TZVPD) on a structure of composition C8H25BiClIN2OP2.

XYZ file:
```
41
Properties=species:S:1:pos:R:3:forces:R:3:lowdin_charge:R:1
C -1.199 0.035 -0.301 -2.4 0.5 1.6 -0.40
I 1.583 0.081 0.211 0.9 -0.2 -0.1 0.82
H -2.200 -0.034 -0.792 0.8 0.0 -0.6 0.03
H -1.176 0.987 0.256 0.2 -0.9 -0.3 -0.05
H -1.138 -0.834 0.344 0.4 0.3 0.1 -0.06
Bi -0.436 -0.110 -2.920 0.6 -0.1 0.4 1.19
P 0.369 2.504 -1.009 0.1 2.3 -0.7 0.59
C -0.027 3.172 0.654 -0.1 -0.7 0.2 -0.26
C 1.969 3.350 -1.268 0.3 -0.6 -0.4 -0.26
H 1.775 4.436 -1.284 0.1 -0.5 0.0 0.07
H -0.313 4.631 -1.914 -0.3 -0.3 -0.1 0.06
H 2.396 3.026 -2.229 0.0 0.3 0.3 0.06
H -0.757 3.292 -3.033 0.0 0.3 0.1 0.04
H 0.678 2.791 1.402 -0.3 0.1 -0.2 0.04
H 2.662 3.094 -0.456 -0.1 0.1 -0.3 0.04
C -0.729 3.613 -1.986 -0.3 -0.3 -0.1 -0.26
H 0.079 4.263 0.548 -0.1 -0.3 0.0 0.08
H -1.747 3.596 -1.563 0.3 0.0 -0.2 0.06
H -1.050 2.897 0.946 0.3 0.3 0.1 0.05
P 0.227 -2.563 -0.994 -0.1 -1.8 -1.2 0.60
C -0.175 -3.207 0.681 -0.2 0.7 0.4 -0.24
C -0.864 -3.660 -1.978 -0.3 0.1 -0.1 -0.29
H 2.280 -3.111 -2.177 -0.1 -0.3 0.4 0.06
H 1.646 -4.511 -1.223 0.1 0.6 0.0 0.07
H 2.497 -3.146 -0.396 -0.1 -0.1 -0.4 0.04
C 1.821 -3.417 -1.221 0.6 0.4 -0.3 -0.27
H -0.872 -3.331 -3.028 0.0 -0.3 0.2 0.03
H -0.471 -4.689 -1.912 -0.3 0.4 -0.1 0.06
H -0.296 -4.300 0.566 0.0 0.5 0.0 0.08
H -1.107 -2.770 1.073 0.3 -0.3 0.0 0.06
H -1.893 -3.627 -1.579 0.4 0.0 -0.3 0.07
H 0.650 -2.994 1.378 -0.4 0.0 -0.2 0.05
Cl 0.677 -0.062 -5.111 -0.1 0.0 1.0 -0.13
N 0.301 -0.768 3.894 0.4 0.9 -1.0 0.17
C -0.587 0.154 3.355 -0.9 -0.5 1.0 -0.64
N -1.697 0.508 4.045 -0.4 0.8 -0.4 0.18
O -0.497 0.538 2.200 0.6 0.2 -0.8 -0.18
H 0.520 -0.777 4.879 -0.3 0.0 0.1 0.11
H 1.132 -0.766 3.296 -0.3 -0.2 0.6 0.08
H -2.308 1.220 3.613 0.8 -0.8 0.4 0.14
H -1.721 0.489 5.032 -0.1 -0.3 1.0 0.10
```
Positions in Å, forces in eV/Å.

Output
Kohn-Sham gap (spin up / spin down) = 5.72 / 5.48 eV
LUMO (spin up / spin down) = -9.28 / -9.35 eV
energy = -58750.9739 eV
total charge = +2
E_HOMO (spin up / spin down) = -15.0 / -14.8 eV

---

(4)
ORCA calculation (ωB97M-V/def2-TZVPD) on a structure of composition C8H25FeO5.

XYZ file:
```
39
Properties=species:S:1:pos:R:3:forces:R:3:lowdin_charge:R:1
Fe -0.148 -2.942 -0.505 -0.1 1.6 2.1 1.24
O -0.654 -1.149 -0.301 -0.3 -1.9 -1.2 -0.34
H -1.419 -0.966 -0.870 0.2 0.3 -0.1 0.04
C 1.096 -2.812 3.781 -0.8 0.3 0.8 -0.06
C 0.919 -2.339 2.367 1.1 0.3 -0.3 -0.26
O -0.144 -3.094 1.703 0.6 -0.6 -1.1 -0.15
H 0.211 -2.540 4.369 0.0 -0.2 0.1 0.09
H 1.936 -2.368 4.313 0.1 0.3 -0.4 0.10
H 1.243 -3.889 3.860 -0.1 0.0 -0.3 0.09
H 1.877 -2.500 1.861 -0.4 -0.4 -0.5 0.12
H 0.706 -1.287 2.178 -0.1 0.1 0.6 0.11
H -0.889 -3.154 2.314 -0.2 0.0 -0.2 0.12
C 0.988 2.199 -0.479 0.3 0.2 -0.1 -0.07
C 1.855 1.308 0.395 -0.2 0.1 -0.2 -0.29
O 1.880 -0.042 -0.080 -0.1 0.2 0.4 -0.12
H 0.953 3.212 -0.074 -0.2 -0.1 0.2 0.08
H -0.022 1.790 -0.558 -0.1 0.1 0.0 0.06
H 1.409 2.329 -1.478 0.0 -0.3 0.0 0.07
H 1.471 1.331 1.422 0.1 0.1 0.0 0.11
H 2.876 1.686 0.380 0.1 -0.2 0.1 0.12
H 0.948 -0.279 -0.198 0.3 0.2 -0.2 -0.01
C 0.588 0.710 -4.183 0.2 0.9 0.3 -0.08
C 1.831 -0.182 -4.070 -1.0 -0.3 0.1 -0.26
O 1.776 -0.988 -2.861 -0.1 0.2 -0.4 -0.12
H -0.189 0.484 -3.447 0.0 -0.4 -0.1 0.06
H 0.144 0.789 -5.174 0.1 -0.3 -0.1 0.07
H 0.878 1.730 -3.919 -0.1 0.0 0.0 0.07
H 2.689 0.479 -4.051 0.4 -0.5 0.2 0.11
H 1.874 -0.904 -4.886 0.3 0.4 -0.3 0.11
H 0.938 -1.438 -3.013 0.0 -0.1 0.2 0.04
C -3.410 2.423 1.801 -1.3 0.2 -0.5 -0.08
C -3.103 1.321 0.809 0.8 0.1 -0.4 -0.32
O -2.195 0.407 1.423 0.1 -0.1 0.3 -0.10
H -2.671 3.216 1.727 0.2 -0.1 0.3 0.07
H -3.587 2.106 2.826 0.4 -0.3 0.0 0.08
H -4.366 2.874 1.507 0.1 0.1 -0.1 0.08
H -2.650 1.834 -0.054 0.2 -0.3 0.0 0.10
H -3.944 0.772 0.372 -0.4 0.1 0.6 0.11
H -1.700 -0.127 0.791 -0.2 0.3 0.1 0.00
```
Positions in Å, forces in eV/Å.

Output
Kohn-Sham gap (spin up / spin down) = 6.07 / 5.82 eV
LUMO (spin up / spin down) = -6.39 / -6.63 eV
energy above the lowest of the compared OMol25 structures with the same formula, charge and spin = 257.25 kJ/mol
energy = -53316.2523 eV
total charge = +1
2S+1 = 5
expectation value of S² = 6.0071
E_HOMO (spin up / spin down) = -12.5 / -12.5 eV